1.
{"formula": "C6H4NO3S", "method": "ωB97M-V with the def2-TZVPD basis set", "homo_lumo_gap_ev": [5.68, 5.69], "homo_energy_ev": [-2.41, -4.47], "total_charge": -1, "spin_multiplicity": 3, "symbols": ["C", "C", "C", "C", "C", "C", "N", "O", "O", "O", "S", "H", "H", "H", "H"], "coordinates": [[-0.6507, -1.5177, -0.6218], [-0.4319, -1.2413, -1.9187], [-1.2652, 0.2732, 1.1024], [2.0450, 0.3608, 0.3483], [-0.3210, 1.4679, 0.9955], [0.4872, 0.5355, 0.0980], [-0.4523, -0.4635, 0.2701], [2.8238, 1.1625, -0.1138], [-2.2925, 0.0183, 1.6750], [2.1438, -0.5761, 1.1439], [0.1472, 0.2909, -2.4402], [-1.0369, -2.4497, -0.2390], [-0.6267, -1.9675, -2.6930], [-0.7571, 2.3244, 0.4871], [0.1873, 1.7822, 1.9063]], "forces_ev_per_angstrom": [[-0.6611, 0.8637, 0.9290], [0.3845, 0.4393, -0.9316], [-0.2307, 0.2572, 1.0601], [-2.3355, -0.7478, 0.6423], [0.3407, -0.0796, -0.1910], [1.4801, 2.2968, -0.3213], [-0.1236, -1.9780, -0.4249], [0.9147, 1.0935, -0.7972], [-0.3341, -0.1385, -0.2154], [1.0668, -1.1791, 0.6569], [-0.3453, -0.4505, -0.5900], [-0.1208, -0.0417, -0.0250], [0.2684, -0.3845, 0.0834], [-0.1726, 0.0968, 0.0004], [-0.1316, -0.0476, 0.1242]]}

***

2.
{"formula": "C36H54F5N2O2Pt", "method": "ωB97M-V with the def2-TZVPD basis set", "homo_lumo_gap_ev": 6.32, "homo_energy_ev": -4.04, "total_charge": -1, "symbols": ["Pt", "C", "N", "C", "C", "C", "N", "C", "C", "C", "C", "C", "C", "C", "O", "C", "C", "C", "C", "C", "C", "C", "C", "C", "C", "C", "C", "C", "C", "C", "O", "C", "C", "C", "C", "C", "C", "C", "C", "H", "H", "H", "H", "H", "H", "H", "H", "H", "H", "H", "H", "H", "H", "H", "H", "H", "H", "H", "H", "H", "H", "H", "H", "H", "H", "H", "H", "H", "H", "H", "H", "H", "H", "H", "H", "H", "H", "H", "H", "H", "H", "H", "H", "H", "H", "H", "H", "H", "H", "H", "H", "H", "H", "F", "C", "F", "C", "F", "F", "F"], "coordinates": [[-1.0590, 0.0603, 1.4556], [-1.6710, 2.0817, 4.2581], [-2.3148, 1.9884, 2.9577], [-3.7319, 1.6860, 3.0677], [-2.0614, 3.1681, 2.1447], [-0.8439, 3.0555, 1.2208], [-0.8688, 1.9086, 0.3042], [-1.9760, 2.0144, -0.6701], [-2.2007, 0.7883, -1.5029], [-2.0480, 0.8276, -2.8790], [-2.3568, -0.2709, -3.6693], [-2.8613, -1.3943, -3.0163], [-3.0375, -1.4790, -1.6364], [-2.6658, -0.3680, -0.8517], [-2.8096, -0.3385, 0.4736], [-3.6597, -2.7180, -0.9885], [-4.9650, -2.3154, -0.2847], [-2.6908, -3.3233, 0.0303], [-4.0003, -3.8066, -2.0098], [-2.1864, -0.1941, -5.1864], [-0.7393, 0.1876, -5.5282], [-3.1352, 0.8724, -5.7529], [-2.5011, -1.5244, -5.8724], [0.4167, 1.7506, -0.3983], [1.6304, 1.2459, 0.3668], [2.7943, 1.1734, -0.3910], [3.9989, 0.7629, 0.1489], [4.0167, 0.4905, 1.5177], [2.8855, 0.5378, 2.3186], [1.6465, 0.8457, 1.7108], [0.5205, 0.8275, 2.4321], [2.9920, 0.3601, 3.8412], [2.6139, 1.6991, 4.4949], [2.0794, -0.7481, 4.3848], [4.4188, 0.0128, 4.2781], [5.2277, 0.6130, -0.7470], [5.5856, 1.9631, -1.3818], [6.4479, 0.1070, 0.0239], [4.9173, -0.4018, -1.8585], [-2.0561, 2.9363, 4.8396], [-0.5951, 2.1851, 4.1237], [-1.8465, 1.1632, 4.8170], [-4.3029, 2.5182, 3.5123], [-3.8600, 0.8025, 3.6922], [-4.1318, 1.4500, 2.0814], [-1.8909, 4.0423, 2.7898], [-2.9554, 3.3899, 1.5596], [0.0586, 2.9710, 1.8217], [-0.7834, 3.9835, 0.6334], [-1.7940, 2.8812, -1.3209], [-2.8872, 2.2001, -0.1019], [-1.6903, 1.7483, -3.3320], [-3.1355, -2.2492, -3.6131], [-4.7738, -1.5525, 0.4682], [-5.4069, -3.1886, 0.2035], [-5.6860, -1.9233, -1.0078], [-2.4675, -2.6252, 0.8332], [-1.7488, -3.5974, -0.4455], [-3.1270, -4.2230, 0.4727], [-4.7279, -3.4641, -2.7503], [-4.4374, -4.6564, -1.4814], [-3.1100, -4.1637, -2.5318], [-0.4846, 1.1753, -5.1416], [-0.5940, 0.2024, -6.6119], [-0.0417, -0.5316, -5.0953], [-2.9237, 1.8547, -5.3278], [-4.1717, 0.6220, -5.5185], [-3.0319, 0.9412, -6.8398], [-1.8712, -2.3292, -5.4893], [-2.3185, -1.4330, -6.9456], [-3.5457, -1.8093, -5.7336], [0.6809, 2.7286, -0.8313], [0.2343, 1.0735, -1.2338], [2.7330, 1.4456, -1.4421], [4.9540, 0.2160, 1.9734], [1.5931, 1.9754, 4.2315], [3.2866, 2.4943, 4.1612], [2.6834, 1.6215, 5.5841], [1.0347, -0.5489, 4.1707], [2.2170, -0.8201, 5.4695], [2.3270, -1.7036, 3.9239], [5.1342, 0.8001, 4.0274], [4.7514, -0.9240, 3.8271], [4.4311, -0.1160, 5.3627], [5.8027, 2.7041, -0.6095], [4.7656, 2.3436, -1.9926], [6.4669, 1.8629, -2.0223], [6.7487, 0.8053, 0.8076], [7.2892, -0.0086, -0.6639], [6.2516, -0.8636, 0.4822], [4.1091, -0.0514, -2.5017], [4.6072, -1.3540, -1.4256], [5.8010, -0.5704, -2.4810], [-0.3363, -1.9843, 2.4870], [0.7475, -2.5414, 1.6475], [0.2479, -2.2490, 0.3523], [0.5206, -4.0542, 1.7873], [0.8176, -4.7105, 0.6483], [1.3472, -4.5578, 2.7376], [-0.7164, -4.4791, 2.1571]], "forces_ev_per_angstrom": [[0.4555, 1.1284, -0.4116], [0.0169, -0.0604, -0.1852], [-0.1426, 0.2298, 0.1577], [0.1479, -0.0004, -0.0251], [-0.0095, -0.1514, -0.0518], [-0.0384, 0.2457, 0.2129], [-0.2073, -1.1802, 0.7756], [-0.2069, 0.0397, -0.1625], [0.0961, 0.0726, -0.0794], [0.0421, 0.0103, 0.0365], [-0.0782, -0.0082, -0.0035], [0.0213, 0.0695, 0.0534], [-0.1025, -0.0841, -0.1097], [-0.0623, 0.0892, 0.1508], [0.1711, -0.4433, 0.0280], [0.0091, 0.0266, 0.0415], [-0.0013, 0.0390, -0.0061], [0.0209, -0.0397, 0.0611], [0.0037, 0.0424, -0.0044], [0.0027, 0.0006, 0.0087], [0.0025, -0.0241, 0.0033], [0.0154, -0.0211, -0.0042], [0.0090, 0.0170, 0.0135], [0.2166, 0.0004, -0.1418], [0.0208, 0.0575, -0.0695], [-0.0563, 0.0794, 0.0219], [0.0256, -0.0429, 0.0676], [-0.0223, -0.0005, -0.0955], [0.0765, 0.0344, 0.0910], [-0.1780, 0.1180, 0.0991], [0.1360, -0.3932, -0.0332], [-0.0515, -0.0004, -0.0399], [-0.0045, 0.0169, -0.0028], [0.0030, 0.0022, -0.0569], [-0.0272, 0.0389, -0.0012], [-0.0049, -0.0220, -0.0169], [0.0177, -0.0046, 0.0063], [-0.0116, 0.0138, -0.0230], [0.0160, 0.0039, 0.0380], [-0.0003, 0.0103, 0.0481], [-0.0274, -0.0045, 0.0117], [0.0185, -0.0065, 0.0113], [-0.0520, -0.0061, 0.0204], [-0.0137, -0.0056, 0.0074], [-0.0113, 0.0065, -0.0140], [-0.0036, 0.0949, -0.0517], [0.0058, -0.0127, -0.0168], [0.0303, -0.0403, -0.0275], [0.0358, -0.0485, -0.0467], [0.0474, -0.0088, 0.0298], [0.0469, 0.0211, 0.0583], [0.0104, -0.0037, 0.0034], [-0.0012, -0.0499, -0.0071], [-0.0017, -0.0187, -0.0020], [-0.0087, -0.0010, -0.0011], [-0.0105, -0.0071, 0.0014], [0.0158, -0.0293, -0.0316], [0.0057, -0.0048, 0.0195], [-0.0155, -0.0195, -0.0110], [0.0032, 0.0015, -0.0119], [0.0013, -0.0010, -0.0019], [0.0031, -0.0035, -0.0054], [0.0068, -0.0047, 0.0126], [-0.0013, 0.0158, -0.0031], [0.0043, -0.0022, -0.0076], [0.0002, 0.0029, -0.0015], [-0.0040, 0.0038, -0.0074], [0.0018, 0.0090, -0.0020], [0.0017, -0.0035, -0.0080], [-0.0086, -0.0007, -0.0038], [0.0020, -0.0152, 0.0048], [-0.0584, -0.0050, -0.0140], [-0.0667, -0.0416, 0.0290], [0.0080, -0.0145, 0.0007], [0.0200, -0.0185, 0.0096], [0.0237, -0.0105, 0.0122], [0.0009, -0.0019, 0.0102], [-0.0024, -0.0002, 0.0023], [-0.0131, 0.0029, -0.0157], [0.0079, -0.0246, -0.0233], [-0.0187, -0.0505, -0.0122], [0.0035, -0.0103, -0.0132], [0.0208, -0.0048, 0.0117], [0.0094, 0.0087, 0.0006], [0.0019, 0.0033, -0.0012], [-0.0010, 0.0059, 0.0065], [-0.0062, 0.0045, -0.0111], [-0.0030, -0.0026, 0.0110], [0.0036, 0.0038, 0.0056], [0.0068, -0.0015, 0.0131], [-0.0061, -0.0038, 0.0024], [0.0058, -0.0071, -0.0118], [-0.0044, 0.0104, -0.0142], [-0.4921, 0.3671, -0.2256], [0.2681, 0.0479, -0.4196], [-0.0099, -0.0838, 0.2111], [-0.0527, -0.0300, 0.2014], [0.0714, 0.0349, -0.0668], [0.0266, 0.0266, 0.0896], [-0.1459, 0.0275, -0.0976]]}